The following is a DFT calculation (ωB97M-V/def2-TZVPD) of one molecule with the formula C3H4N4.

Values from the calculation:
- total energy (Eh) = -335.59617
- energy above the lowest of the compared OMol25 structures with the same formula, charge and spin (eV) = 4.821
- E_HOMO (eV) = -7.667
- frontier orbital gap (eV) = 7.7

Each line ends with the Mulliken charge.
Atoms and positions in Å:
N -0.517 0.831 1.572  -0.2114
C -0.189 0.211 0.259  0.3793
C 0.990 -0.542 0.433  -0.5800
N 1.352 -1.141 -0.729  -0.3711
C 0.564 -0.930 -1.788  0.0271
N -0.551 -0.199 -1.883  -0.4819
N -0.958 0.421 -0.772  -0.3009
H -0.467 1.852 1.590  0.3541
H -1.402 0.527 1.984  0.3550
H 0.318 0.388 2.049  0.4211
H 0.859 -1.418 -2.715  0.4088

Forces on the atoms, in the same order (eV/Å):
-0.038 0.067 0.132
0.151 -0.133 -0.085
-0.073 -0.096 -0.485
-0.152 0.121 0.079
-0.082 0.030 -0.074
0.149 -0.054 0.134
0.300 -0.140 0.222
-0.005 -0.155 -0.085
0.120 0.007 -0.132
-0.277 0.262 0.223
-0.092 0.090 0.072

---

The following is a DFT calculation (ωB97M-V/def2-TZVPD) of one molecule with the formula C4H9BO2 at a distorted geometry.

Values from the calculation:
- total energy (Eh) = -332.96440
- energy above the lowest of the compared OMol25 structures with the same formula, charge and spin (eV) = 7.147
- E_HOMO (eV) = -6.502
- frontier orbital gap (eV) = 6.7

Each line ends with the Mulliken charge.
Atoms and positions in Å:
B -0.812 -2.517 1.336  0.0132
C -1.175 0.385 -0.090  -0.6351
C -1.186 -1.044 -0.633  -0.9896
C 0.245 1.086 -0.027  0.4127
C 1.282 0.518 -0.947  -1.4372
O -0.786 -1.858 0.354  0.3624
O 0.865 0.965 1.273  -0.5656
H -0.472 -3.332 2.121  0.0472
H -1.622 1.159 -0.836  0.3477
H -1.605 0.584 0.857  0.3362
H 0.917 1.754 1.760  0.2887
H -0.503 -1.018 -1.374  0.3465
H 0.189 2.151 -0.291  0.4590
H 0.914 0.312 -2.000  0.3091
H 1.629 -0.401 -0.515  0.3532
H 2.120 1.254 -0.984  0.3516

Forces on the atoms, in the same order (eV/Å):
1.107 -2.752 2.541
1.294 2.324 -2.598
-3.021 3.403 0.684
0.155 0.097 0.550
0.280 0.474 -1.710
0.101 -0.004 -0.419
-0.232 -1.927 -0.525
-0.414 0.549 0.061
-0.166 -1.822 0.970
-0.859 -0.182 0.999
-0.183 1.685 0.624
2.120 -0.888 -2.585
-0.523 -0.059 0.327
0.427 0.392 1.178
0.347 -0.551 0.023
-0.433 -0.738 -0.121

---

The following is a DFT calculation (ωB97M-V/def2-TZVPD) of C26H52Cl2IrN3O5Si2 as an isolated structure at a distorted geometry.

Values from the calculation:
- total energy (Eh) = -3166.06455
- spin multiplicity = 5
- energy above the lowest of the compared OMol25 structures with the same formula, charge and spin (eV) = 0.000
- E_HOMO (spin up / spin down) (eV) = -5.035 / -7.063
- frontier orbital gap (spin up / spin down) (eV) = 5.5 / 7.3

Each line ends with the Mulliken spin population.
Atoms and positions in Å:
C -1.644 -0.286 -3.602  -0.0085
C -1.150 -1.547 -2.984  0.0034
H -0.944 0.078 -4.367  -0.0004
H -1.769 0.495 -2.842  0.0027
H -2.608 -0.438 -4.124  -0.0004
C -0.655 -2.545 -3.736  0.0060
C -0.328 -2.461 -5.195  -0.0018
H -0.590 -3.543 -3.306  0.0016
H -0.443 -1.435 -5.580  -0.0003
H -1.011 -3.098 -5.786  0.0008
H 0.692 -2.807 -5.439  0.0003
Ir 0.145 0.308 0.496  2.8909
Cl -1.332 1.572 -0.760  0.2915
C 0.192 -2.440 1.727  0.0169
O 0.988 -1.461 1.541  0.0658
N 0.609 -3.588 2.266  0.0050
C 2.007 -3.805 2.605  0.0046
C -0.342 -4.641 2.637  -0.0007
H -0.889 -2.404 1.480  0.0126
H 2.603 -2.980 2.212  -0.0011
H 2.326 -4.756 2.159  0.0003
H 2.103 -3.865 3.700  0.0003
H -1.306 -4.461 2.153  0.0005
H -0.493 -4.662 3.727  0.0003
H 0.044 -5.612 2.308  0.0002
H 1.706 2.940 4.084  -0.0004
H -0.748 5.004 3.986  0.0003
C 1.758 3.704 3.287  0.0004
C -0.241 5.123 3.010  0.0024
N 0.481 3.910 2.625  0.0190
H 2.522 3.410 2.557  0.0002
C 0.007 2.955 1.823  0.0217
O 0.772 1.962 1.579  0.0182
H -0.978 5.424 2.252  0.0004
H -1.001 3.034 1.397  -0.0036
H 2.019 4.667 3.718  -0.0001
H 0.502 5.924 3.108  0.0001
H 1.337 0.094 -3.855  0.0032
H 2.346 -2.605 -3.165  0.0028
C 2.289 0.344 -3.370  0.0048
C 3.164 -1.946 -2.834  -0.0027
N 2.633 -0.669 -2.376  0.0444
H 2.221 1.337 -2.917  -0.0048
C 2.428 -0.482 -1.086  0.1010
O 1.849 0.566 -0.636  -0.0048
H 3.692 -2.417 -1.997  0.0021
H 2.777 -1.296 -0.419  0.0133
H 3.067 0.335 -4.138  0.0006
H 3.849 -1.760 -3.664  -0.0003
O -0.122 -1.126 -0.883  0.1836
C -1.248 -1.706 -1.458  0.0130
C -0.016 -3.857 -0.953  0.0044
C -1.230 -3.177 -1.017  -0.0180
H 0.912 -3.321 -1.148  0.0023
C 0.009 -5.236 -0.740  -0.0012
H -2.158 -1.186 -1.120  0.0021
C -2.416 -3.864 -0.770  0.0002
H 0.970 -5.758 -0.714  0.0000
C -1.180 -5.954 -0.580  0.0008
C -2.397 -5.252 -0.560  0.0006
H -3.350 -3.298 -0.789  0.0003
H -1.134 -7.045 -0.450  0.0001
H -3.341 -5.793 -0.394  0.0000
Si -0.229 5.147 -2.291  -0.0036
Cl -0.224 3.253 -3.217  0.0003
C 1.561 5.584 -2.024  0.0003
C -1.246 5.099 -0.726  0.0132
C -0.959 6.385 -3.493  0.0001
H 2.165 4.671 -1.930  0.0002
H 1.713 6.226 -1.145  0.0000
H 1.887 6.144 -2.911  0.0002
H -0.243 6.461 -4.335  0.0000
H -1.118 7.387 -3.072  0.0000
H -1.913 5.987 -3.891  0.0000
H -1.114 4.124 -0.228  -0.0144
H -2.315 5.215 -0.972  0.0010
H -0.962 5.919 -0.047  0.0000
C 0.680 0.018 4.227  0.0043
Si -1.097 0.034 3.537  0.0319
C -1.843 -1.595 4.172  0.0055
C -1.998 1.506 4.282  0.0155
O -1.234 0.153 1.895  0.2487
H 0.614 0.200 5.311  -0.0014
H 1.326 0.792 3.792  0.0005
H 1.191 -0.945 4.085  0.0018
H -2.543 -1.404 5.003  -0.0016
H -2.399 -2.107 3.379  0.0021
H -1.088 -2.296 4.565  0.0000
H -2.326 1.260 5.307  -0.0006
H -1.355 2.399 4.349  -0.0002
H -2.886 1.774 3.694  -0.0003

Forces on the atoms, in the same order (eV/Å):
0.018 0.847 -0.083
0.101 -1.419 -0.221
-0.198 0.105 0.222
0.017 -0.179 -0.387
0.336 -0.051 0.308
-0.285 0.050 0.143
-0.327 0.165 -0.602
0.445 0.242 0.028
0.136 -0.442 0.076
0.208 0.176 0.153
-0.279 0.097 0.244
-1.546 -0.667 -0.708
-1.488 1.505 -0.655
1.471 1.214 -0.002
-0.834 -2.945 1.031
-0.458 0.000 0.028
-0.270 -0.111 0.103
0.190 0.213 -0.045
0.652 0.196 0.135
-0.113 -0.146 0.140
0.028 0.204 0.139
0.161 0.017 -0.291
0.191 -0.005 0.010
0.095 0.014 -0.236
-0.108 0.171 0.019
-0.066 0.335 -0.407
0.199 0.002 -0.419
0.357 -0.108 -0.028
-0.281 -0.034 0.083
-0.643 0.056 -0.001
-0.226 -0.002 0.236
1.867 -1.195 0.137
-0.471 3.596 1.330
0.218 -0.297 0.207
0.245 -0.011 0.118
0.258 -0.105 0.155
-0.303 -0.095 -0.086
0.068 0.094 0.192
0.214 0.157 0.008
-0.169 -0.233 -0.101
-0.314 0.143 0.101
0.475 -0.053 -0.187
-0.050 -0.340 0.021
-0.984 1.333 0.481
2.975 -1.283 -1.047
-0.047 -0.004 -0.313
-0.282 0.478 -0.224
-0.012 0.081 0.072
0.012 -0.167 0.118
0.341 -1.150 -1.056
0.284 -0.082 0.068
0.055 -0.610 -0.172
-0.523 0.422 -0.450
-0.266 0.011 0.169
-0.057 0.067 -0.010
-0.107 -0.280 0.073
0.179 -0.452 -0.036
-0.297 0.114 -0.061
-0.144 0.243 0.171
-0.038 -0.190 0.030
0.155 -0.286 0.004
-0.191 0.561 -0.023
0.509 0.276 -0.102
-0.192 -0.043 -0.169
0.039 0.807 -0.103
0.191 -0.023 0.049
-0.126 -0.234 0.175
-0.006 -0.443 -0.556
-0.064 0.332 0.054
-0.011 -0.185 -0.175
0.125 -0.174 0.193
-0.437 0.085 0.264
0.034 -0.293 -0.020
0.415 0.348 0.176
-0.129 0.507 -0.295
0.329 -0.110 0.108
-0.025 -0.194 -0.245
-0.041 0.126 0.024
0.270 -0.207 -0.659
-0.194 -0.006 0.269
-0.138 0.125 0.404
-0.848 -0.754 2.561
0.037 -0.023 -0.139
-0.201 -0.183 0.056
-0.238 0.230 -0.015
0.126 -0.078 -0.259
-0.021 0.062 0.106
-0.116 0.265 -0.195
0.082 0.185 -0.271
-0.129 -0.245 -0.040
0.187 -0.117 0.106

---

The following is a DFT calculation (ωB97M-V/def2-TZVPD) of one molecule with the formula C4H4N2OS at a distorted geometry.

Values from the calculation:
- total energy (Eh) = -737.75371
- SMILES = OC(=S)c1c[nH]cn1
- energy above the lowest of the compared OMol25 structures with the same formula, charge and spin (eV) = 0.429
- E_HOMO (eV) = -8.650
- frontier orbital gap (eV) = 8.7

Each line ends with the Mulliken charge.
Atoms and positions in Å:
O -0.485 -2.594 -0.620  -0.5308
C -1.098 -1.488 -0.073  0.1245
S -2.669 -1.560 0.447  -0.3221
C -0.210 -0.357 0.073  0.6852
C -0.575 0.903 0.492  -0.4892
N 0.504 1.732 0.257  -0.0652
C 1.477 0.953 -0.333  -0.2058
N 1.040 -0.291 -0.413  -0.6150
H 0.530 -2.370 -0.633  0.4584
H -1.492 1.248 0.918  0.4178
H 0.484 2.616 0.655  0.1831
H 2.492 1.209 -0.771  0.3590

Forces on the atoms, in the same order (eV/Å):
1.741 1.854 0.749
-0.279 -2.264 0.226
1.168 0.183 -0.589
-1.059 2.034 0.237
0.617 -0.025 -0.012
-0.839 -2.668 -0.594
0.687 -1.019 -0.200
1.610 -0.006 -1.000
-2.409 -0.449 -0.283
-0.196 0.174 0.153
0.642 1.955 0.264
-1.684 0.231 1.048

---

The following is a DFT calculation (ωB97M-V/def2-TZVPD) of a 2-piece molecular cluster, C3H6O3 overall.

Values from the calculation:
- total energy (Eh) = -343.50885
- SMILES = O[C@H]1[C@H]2O[C@@H]12.O
- energy above the lowest of the compared OMol25 structures with the same formula, charge and spin (eV) = 3.965
- E_HOMO (eV) = -9.810
- frontier orbital gap (eV) = 10.7

Each line ends with the Mulliken charge.
Atoms and positions in Å:
O 1.599 0.519 0.485  -0.5439
C 0.794 0.758 -0.601  0.0028
C 0.194 -0.298 -1.481  -0.1731
O -0.603 -0.941 -0.474  -0.4818
C -0.680 0.488 -0.652  -0.1722
H 1.183 -0.175 1.028  0.3683
H 1.107 1.659 -1.130  0.3188
H 0.149 -0.593 -2.519  0.3344
H -1.617 0.992 -0.835  0.3201
O -0.459 -0.990 2.298  -0.6758
H -0.762 -1.267 1.420  0.3855
H -0.906 -0.152 2.463  0.3168

Forces on the atoms, in the same order (eV/Å):
-0.104 -0.255 0.213
-0.111 0.139 -0.224
0.100 -0.063 -0.296
-0.054 -0.137 -0.044
-0.204 0.303 -0.003
0.071 0.142 0.028
-0.044 -0.171 0.081
0.051 0.052 0.144
0.134 -0.029 -0.011
0.050 0.085 -0.011
0.095 0.027 0.094
0.017 -0.094 0.029